[1]
Formula: C20H30O15
Source: the OMol25 dataset
Level of theory: ωB97M-V/def2-TZVPD

Output
structure (SMILES)	C[C@H]1COC(=O)O1.C[C@H]1COC(=O)O1.C[C@H]1COC(=O)O1.C[C@H]1COC(=O)O1.C[C@H]1COC(=O)O1
HOMO energy	-10.6	eV
energy	-1908.6625	Ha
gap between HOMO and LUMO	11.02	eV
relative energy (zero: lowest compared OMol25 entry of this formula, charge and spin)	78.4	kcal/mol

Element x y z (Å)
O -3.66024 -28.07274 -3.54922
O -18.24098 -28.19740 1.06546
O -3.80816 -25.76554 -3.62892
O -9.04542 -20.42329 -2.75754
O -6.10484 -19.68247 -10.46301
O -18.13038 -18.95559 -10.62132
O -2.10227 -26.70178 -4.69705
O -16.15144 -20.14061 -10.53559
O -11.20011 -20.00417 -3.42314
O -16.98381 -26.36597 0.94318
O -5.55866 -17.54546 -10.79047
O -19.19711 -26.22887 0.88009
O -17.15319 -19.56534 -12.47978
O -7.26580 -18.34147 -11.84877
O -9.57295 -19.98585 -4.84286
C -1.83856 -25.32042 -4.67572
C -19.03589 -18.49859 -11.62868
C -8.29347 -16.33962 -12.43406
C -18.25365 -18.80656 -12.98788
C -1.55952 -24.91115 -6.16016
C -19.33748 -16.98572 -11.37759
C -17.33858 -25.00833 1.08373
C -18.16484 -27.01272 0.88232
C -12.91915 -18.84174 -4.32432
C -9.85084 -20.13828 -3.59502
C -10.69252 -19.50495 -5.56834
C -18.83820 -24.83882 0.84721
C -16.41714 -24.14184 0.20069
C -3.27106 -26.96038 -4.00462
C -6.98582 -17.10724 -12.49557
C -3.11793 -24.72274 -4.15800
C -5.99275 -16.42609 -11.53099
C -6.22491 -18.62977 -11.10276
C -17.07213 -19.56883 -11.14480
C -11.87687 -19.87929 -4.66493
H -19.94393 -19.10009 -11.58669
H -0.76563 -25.49714 -6.62325
H -19.14708 -24.42091 -0.11093
H -10.81860 -20.04174 -6.50859
H -2.39823 -25.05351 -6.84163
H -10.55446 -18.43081 -5.69191
H -18.90614 -19.46497 -13.56133
H -12.41736 -17.94624 -3.95771
H -19.81487 -16.89259 -10.40213
H -13.51332 -19.15762 -3.46684
H -8.20646 -15.45813 -13.06928
H -15.37649 -24.18338 0.52228
H -13.54018 -18.49587 -5.15062
H -12.37747 -20.82587 -4.86860
H -18.41894 -16.43321 -11.17985
H -16.59066 -24.53769 -0.79995
H -6.48799 -17.08089 -13.46489
H -19.83803 -16.35443 -12.11178
H -5.22404 -15.96344 -12.14996
H -1.01907 -25.07099 -4.00169
H -2.92902 -23.92334 -3.44150
H -16.84915 -23.14344 0.26899
H -9.11312 -16.87178 -12.91685
H -17.24480 -24.75172 2.13893
H -17.88914 -17.94302 -13.54423
H -3.72276 -24.25981 -4.93773
H -8.62365 -16.05088 -11.43621
H -19.32776 -24.28169 1.64599
H -6.59421 -15.70173 -10.98175
H -1.24730 -23.86953 -6.23532

***

[2]
Formula: C20H31BNO2Sr
Source: the OMol25 dataset
Level of theory: ωB97M-V/def2-TZVPD

Output
HOMO energy	-2.8	eV
energy	-1041.3253	Ha
gap between HOMO and LUMO	4.36	eV
charge	-1
relative energy (zero: lowest compared OMol25 entry of this formula, charge and spin)	10.7	kcal/mol

Element x y z (Å)
Sr -1.99098 0.04726 -0.59931
O -0.98919 1.98202 -1.74596
O 2.43351 -0.22043 0.13013
N -4.47258 -0.17519 -0.20738
C 4.63350 -1.05221 0.99655
C -2.36868 3.62083 -2.84862
C -0.37533 -1.27641 3.21040
C 3.89279 -0.05386 0.14608
C 2.35983 0.13750 -1.29720
C -1.73006 -0.89000 3.38556
C -0.10279 3.27651 -2.02749
C 0.28116 -2.58798 0.24753
C 0.33479 -0.13111 2.73688
C -4.38356 -1.05469 0.57523
C -0.94904 -3.33454 -1.61735
C -0.54798 0.99414 2.78018
C 4.02026 1.36923 0.72327
C -0.86589 -3.26910 0.71548
C -2.37274 2.28824 -2.08263
C -1.84488 0.50203 3.10975
C -0.93183 4.18659 -2.90181
C 3.78322 -0.35822 -1.44224
C 0.23844 -2.65342 -1.18599
C -1.65200 -3.65054 -0.41864
B -4.14465 -2.21433 1.54389
H -1.20149 -3.59456 -2.67021
H -2.60422 -4.15692 -0.34689
H -4.61988 -3.24455 1.06370
H -2.93534 -2.44208 1.53720
H -2.73445 3.63715 -3.87856
H 3.27364 1.50827 1.52591
H 4.46862 0.19109 -2.15337
H 4.26409 -0.98093 2.03068
H 0.88429 2.93001 -2.42269
H 5.70481 -0.90058 1.04913
H -2.54514 -1.57030 3.67271
H 0.11609 3.73046 -1.05193
H 4.52568 -2.11181 0.70955
H 1.08225 -2.42564 -1.81753
H -2.79679 1.03657 3.19643
H 3.71374 2.12623 0.04781
H 1.06580 -2.18101 0.88485
H 2.24545 1.21428 -1.46853
H -0.87274 5.22670 -2.58781
H -2.77976 1.43952 -2.64465
H 0.08911 -2.25904 3.41115
H 4.98714 1.67631 1.14589
H -1.05222 -3.58531 1.75011
H 1.41211 -0.04269 2.55139
H -3.10370 4.30844 -2.33276
H -4.49042 -1.90502 2.71098
H 3.82208 -1.44217 -1.64570
H -0.53928 4.16347 -3.92570
H -2.97821 2.44535 -1.13638
H -0.25842 2.05623 2.69996
H 1.60181 -0.32976 -1.83107

***

[3]
Formula: C20H31BNO2Tc
Source: the OMol25 dataset
Level of theory: ωB97M-V/def2-TZVPD

Output
HOMO energy (alpha / beta)	-12.1 / -12.2	eV
energy	-1091.1006	Ha
gap between HOMO and LUMO (alpha / beta)	7.69 / 6.13	eV
charge	+1
multiplicity	4

Element x y z (Å)
Tc 0.22666 1.36798 -0.96496
O -0.20632 -0.91807 3.69474
O -1.14553 -1.74348 -0.07423
N 1.08672 2.64315 0.31376
C -0.09736 -0.22218 2.41832
C 2.77989 2.40446 -2.04207
C -1.72468 0.57657 -1.43799
C 1.06178 -1.58590 3.94400
C -1.41369 1.64970 -2.34372
C 1.50202 2.19620 -2.69803
C -1.72897 -3.26604 -1.83456
C -3.56582 -2.50924 -0.28725
C -0.52275 -2.83337 0.78160
C 1.22278 0.77292 -2.64823
C 1.51348 3.74086 0.44214
C -1.86291 1.14736 -0.11827
C 3.12040 1.23141 -1.34730
C 2.03636 -1.26256 2.79384
C 2.09544 0.23787 -1.58772
C -1.23138 2.84545 -1.57312
C 1.20025 -0.60714 1.67967
C -1.67235 -3.78933 0.62212
C -1.47510 2.52431 -0.18653
C -2.09029 -2.78568 -0.45672
B 2.04152 5.16226 0.46359
H 1.46271 -1.18636 4.88711
H -3.97011 -1.82999 -1.03939
H -1.84862 -0.45373 -1.71023
H -1.34769 3.21541 0.64543
H 3.40824 3.29479 -2.18531
H 2.12763 -0.79895 -1.24080
H -2.35669 -3.76330 1.49248
H 1.07178 2.90217 -3.40265
H -0.67667 -3.57732 -1.83408
H -4.05204 -3.49114 -0.40254
H -1.07161 3.83887 -1.98283
H 3.01071 5.24607 1.19143
H -0.39012 -2.55394 1.83806
H 1.13347 5.87169 0.85007
H -1.00514 -0.45685 1.84923
H 0.86096 -2.65838 4.06545
H 2.33891 5.42045 -0.70551
H -1.38885 1.58048 -3.41988
H 4.05820 1.06589 -0.81860
H 1.68678 0.28233 1.24214
H -2.38809 -4.09592 -2.09127
H 0.71291 0.19491 -3.40655
H -1.81982 -2.46190 -2.56922
H 1.00835 -1.32393 0.88494
H -2.20135 0.62968 0.77115
H -1.37646 -4.80047 0.31320
H -0.12467 0.86747 2.51656
H 0.41557 -3.19080 0.30690
H -3.81302 -2.11413 0.70367
H 2.65852 -2.11992 2.51404
H 2.72606 -0.51070 3.18392

***

[4]
Formula: C20H31Br3Cl4F2LiMg2N2O16PS2V
Source: the OMol25 dataset
Level of theory: ωB97M-V/def2-TZVPD

Output
HOMO energy	-8.5	eV
energy	-14345.0154	Ha
gap between HOMO and LUMO	1.22	eV
charge	+1
relative energy (zero: lowest compared OMol25 entry of this formula, charge and spin)	0.0	kcal/mol

Element x y z (Å)
Br -2.75692 2.93508 6.41464
Br -0.47205 3.86692 4.39568
Br -2.77185 5.88344 5.22670
V 5.22801 -1.28863 2.53312
Cl -5.72581 -3.24126 -0.83946
Cl -4.24551 -0.87914 -0.06525
Cl -4.85105 -2.90141 1.92938
Cl -6.97698 -1.24234 0.81363
S -1.17331 4.25679 -0.58544
S 2.74938 -3.91977 -0.01499
P -1.49315 0.28411 -0.68862
Mg -4.53026 -2.50403 4.42584
Mg -1.43403 6.50835 1.55324
F -2.61592 3.77434 -5.91891
F 0.86635 2.80521 1.03744
O -2.60584 2.09326 -2.75495
O -3.40714 4.58413 -4.04818
O -0.05187 5.17289 -6.23053
O 3.70344 -3.74610 1.13143
O 3.33608 -4.85917 -0.95146
O -1.27389 6.17967 -7.77182
O 0.63911 -4.66124 -2.76966
O 1.46389 -4.39655 0.53468
O -1.08572 7.11048 -5.98317
O 6.86724 -1.32198 2.72985
O 2.61116 -2.58586 -0.62611
O 3.56048 -1.00446 2.57370
O -2.37661 4.81559 -1.06313
O -0.47758 5.16868 0.31897
O -1.34185 2.84041 -0.00626
O -0.05807 3.91353 -1.65339
N -1.37599 3.54894 -4.04494
N 0.51963 -3.52671 2.72051
C 0.90562 -1.74874 6.11779
C 0.29077 -1.55550 0.57405
C 1.28906 -3.47668 3.56332
C -1.38011 -0.65552 -2.27142
C -0.48047 1.83796 -0.74394
C 1.14750 -2.91341 -4.27598
C -0.31435 2.54414 -2.07130
C 2.23889 -3.34049 4.64697
C -1.58399 2.65212 -2.96273
C 2.11900 1.93433 -0.73735
C -0.75308 6.09089 -6.63474
C 1.69392 -3.05271 6.04626
C -1.62961 -2.16009 -2.05726
C 0.94321 -4.45957 -4.03902
C -2.56596 4.01287 -4.61253
C 3.33244 1.73964 0.20020
C 0.84741 1.79304 0.08699
C -1.68683 4.40025 5.79937
C -5.46906 -2.05369 0.43150
C -1.00062 -0.71417 0.75702
Li 0.23787 -4.23318 0.68851
H -2.11860 -2.60173 -2.91437
H 0.23493 -2.36519 -4.05792
H -0.74296 3.15216 -4.73319
H 0.95835 0.86201 0.63102
H 0.18874 -4.77736 -4.78742
H 1.88539 -4.92005 -4.39636
H 1.95681 -2.53416 -3.65420
H 1.52390 -0.90103 5.81787
H 1.06438 -3.87973 6.37694
H 0.42076 2.14317 -2.75851
H -2.28014 -2.27131 -1.19551
H 0.81827 -1.24976 -0.32011
H 2.53724 -3.00330 6.73439
H -0.71219 -2.68219 -1.80881
H -0.85688 -0.06832 1.61850
H 2.17966 1.15870 -1.49542
H 0.98520 -1.39103 1.38712
H 3.03915 1.29468 1.14589
H 3.80261 2.69421 0.40995
H -2.20039 -0.29274 -2.87916
H -1.09038 4.74186 6.63219
H 4.06085 1.08578 -0.26615
H 0.55716 -1.57026 7.13415
H 2.84289 -4.24975 4.67845
H 2.85545 -2.57466 4.21032
H -0.45526 -0.49722 -2.82361
H 2.18355 2.94148 -1.13594
H -1.81070 -1.39362 0.98978
H 1.40658 -2.75251 -5.32460
H 0.02839 -1.77708 5.46811
H 0.11226 -2.62574 0.48836

***

[5]
Formula: C20H31BrIrP2
Source: the OMol25 dataset
Level of theory: ωB97M-V/def2-TZVPD

Output
HOMO energy	-11.1	eV
energy	-4141.7003	Ha
gap between HOMO and LUMO	8.63	eV
charge	+1

Element x y z (Å)
Ir -0.10288 -0.82258 0.45328
Br -1.45818 -1.78026 2.34111
P 0.15764 1.14328 1.58932
P -1.86156 0.35452 -0.44749
C 1.10225 -1.11844 -1.35342
C 0.30086 -2.32043 -1.20305
C -0.30958 2.45334 0.41418
C 0.14878 -4.23116 0.55091
C 0.20313 3.74179 0.41400
C 1.25613 -0.29214 -2.58815
C 2.37662 -2.48687 1.93666
C -3.43490 0.37509 0.47211
C -0.22804 4.65894 -0.53714
C 1.68006 -2.14079 0.66124
C -0.89469 1.45429 3.03819
C 1.99342 -1.05407 -0.22471
C -1.27971 2.08498 -0.53318
C -2.48842 -0.01438 -2.11130
C 0.65809 -2.93249 0.02634
C 3.18387 -0.15706 -0.15295
C 1.78137 1.58967 2.26299
C -1.71771 3.01371 -1.46625
C -0.59301 -2.91658 -2.24118
C -1.18310 4.29695 -1.47212
H 2.52946 1.70948 1.48303
H -1.51165 5.01223 -2.21411
H -1.47907 -3.37247 -1.80231
H -2.81405 -1.05252 -2.14340
H 0.31421 -0.14229 -3.11301
H -1.94813 1.44703 2.77210
H 1.66694 0.68919 -2.35723
H -0.71974 0.68639 3.78908
H -0.31217 -4.11158 1.53085
H 0.18691 5.65791 -0.54724
H 3.96730 -0.56725 -0.79421
H -3.36126 0.61827 -2.28149
H 0.94717 4.03939 1.14260
H -3.97717 1.30354 0.29377
H -0.58083 -4.67735 -0.12070
H 0.98769 -4.92225 0.65453
H -0.64732 2.43699 3.44270
H -1.76222 0.16959 -2.89937
H 1.67164 -2.89114 2.66252
H -0.90768 -2.17736 -2.97365
H -3.27285 0.21538 1.53379
H -4.03785 -0.46169 0.11589
H -2.46548 2.74714 -2.20251
H 2.96335 0.85021 -0.50427
H 1.70085 2.52030 2.82455
H 3.15433 -3.23507 1.76684
H 1.93766 -0.78930 -3.28244
H 2.09377 0.80000 2.94708
H 2.84811 -1.60993 2.37820
H 3.59001 -0.09791 0.85502
H -0.05236 -3.69425 -2.78598

***

[6]
Formula: C20H31Cl2N4O3Tl
Source: the OMol25 dataset
Level of theory: ωB97M-V/def2-TZVPD

Output
HOMO energy	-6.9	eV
energy	-2318.2569	Ha
gap between HOMO and LUMO	6.36	eV
relative energy (zero: lowest compared OMol25 entry of this formula, charge and spin)	24.7	kcal/mol

Element x y z (Å)
Tl -1.43464 0.40308 1.57593
Cl -3.45968 0.25642 2.88697
Cl -0.01639 2.47774 1.61228
O 0.52475 -0.45618 -1.91259
O -0.86427 -2.06707 1.23610
O 2.41684 -1.01573 0.87481
N -0.04383 -3.99228 0.32160
N 0.14521 0.24586 5.53121
N -0.20799 -0.14368 3.40229
N 3.19175 0.89546 -0.14606
C 0.87687 -4.64716 -0.60160
C -2.30100 1.36430 -0.41885
C 3.51496 1.55018 -1.40213
C 0.34056 2.55025 -2.01161
C -0.62930 3.06995 -4.58186
C -0.96720 -4.85043 1.04363
C -1.77251 0.18306 -0.90781
C -3.75861 1.62321 -0.20823
C 2.78801 -0.39876 -0.13010
C 3.59266 1.56063 1.07766
C 0.38394 -1.11382 5.33191
C -0.61970 0.18093 -2.07864
C 0.08748 4.05895 -3.89700
C -0.84244 1.82343 -3.99023
C -0.36721 1.56984 -2.70729
C -0.20230 0.79567 4.35268
C 0.57518 3.79603 -2.61238
C 0.15552 -1.34026 3.99442
C -0.07945 -2.66102 0.45191
C -2.61362 -1.05128 -0.95212
H 3.31243 2.62543 -1.31527
H 0.20498 0.76582 6.40224
H 1.50641 -5.36563 -0.05429
H 4.68800 1.66166 1.11536
H 2.82437 -0.87063 -1.13287
H 0.30770 -5.19351 -1.37125
H -3.90408 2.33123 0.61830
H -1.16030 -0.38478 -2.86972
H -2.04604 -1.85786 -1.42425
H 3.23399 0.97790 1.92885
H -1.66320 2.24929 -0.34993
H 0.67738 -1.79711 6.10948
H 0.63415 -2.11206 -0.18051
H 1.12667 4.55695 -2.06019
H -0.41404 1.84485 4.19914
H -1.67240 -4.24476 1.61307
H -0.40372 -5.50713 1.71819
H 0.23504 -2.25013 3.42288
H 2.88803 1.11582 -2.19074
H 1.50534 -3.88185 -1.07328
H -4.21594 2.06724 -1.10852
H -3.52944 -0.87329 -1.54573
H -1.40182 1.03396 -4.50850
H 0.66940 2.34527 -0.98856
H -1.03442 3.25514 -5.57777
H 4.57733 1.41087 -1.66333
H -2.93282 -1.39730 0.04635
H 0.24550 5.03188 -4.36606
H -1.50039 -5.48604 0.32664
H 3.15302 2.56435 1.09734
H -4.32470 0.71715 0.04796